ORCA calculation (ωB97M-V/def2-TZVPD) on 9 unconnected molecules or ions with the total composition C62H142F24N2O2P7 in a non-equilibrium geometry.

Positions of all 239 atoms, in Å:
C -2.4546 -5.5991 1.8538
C -1.6937 -5.0702 0.5666
C -2.4191 -5.6509 -0.5789
N -1.8035 -5.2783 -1.8558
C -1.8888 -3.8871 -2.2113
C -2.5358 -6.1710 -2.8526
C -1.9921 -7.6040 -2.7330
C -0.6184 -7.3881 -2.1319
C -0.4169 -5.8915 -2.0138
H -3.4830 -5.0917 1.9828
H -1.8547 -5.4643 2.7771
H -2.7025 -6.6313 1.7373
H -0.6679 -5.4433 0.5537
H -1.7303 -4.0165 0.6188
H -3.4115 -5.1747 -0.6203
H -2.4169 -6.7373 -0.4412
H -2.9567 -3.7038 -2.4126
H -1.2373 -3.7222 -3.0838
H -1.5936 -3.2463 -1.3649
H -2.3786 -5.7460 -3.8476
H -3.6073 -6.0943 -2.6129
H -1.9272 -7.9282 -3.7689
H -2.5195 -8.2318 -2.0624
H 0.1979 -7.8698 -2.6903
H -0.5604 -7.9509 -1.1380
H -0.0634 -5.4407 -2.9291
H 0.3723 -5.6585 -1.2539
C -0.9714 9.5728 -2.8096
C -0.1398 9.7703 -1.5016
C 1.0065 8.7142 -1.3289
C 0.5237 7.3244 -0.7669
P 1.6546 5.9078 -0.5646
C 2.8888 6.0066 -1.8799
C 4.0789 5.0823 -1.7863
C 4.0012 3.6481 -2.2071
C 3.7511 3.4531 -3.7408
C 2.5480 5.9593 1.0379
C 3.4407 7.1941 1.2282
C 4.2362 7.1171 2.5284
C 5.3318 6.1151 2.3737
C 0.5375 4.5120 -0.5721
C -0.6245 4.5101 0.4543
C -1.2252 3.1551 0.6088
C -2.3440 2.9863 1.5348
H -0.2861 9.6578 -3.6876
H -1.7483 10.3818 -2.8520
H -1.5146 8.6472 -2.9247
H -0.8382 9.7689 -0.6996
H 0.2369 10.8174 -1.4744
H 1.6791 9.1648 -0.6265
H 1.4793 8.4716 -2.2767
H -0.1195 6.7913 -1.4945
H -0.1385 7.3810 0.1345
H 3.2669 6.9885 -1.6487
H 2.2950 6.0688 -2.8244
H 4.4353 5.0774 -0.7537
H 4.8870 5.5584 -2.3927
H 3.2717 3.0856 -1.6168
H 4.9555 3.1782 -1.9723
H 3.7491 2.3906 -4.1030
H 4.5648 4.0079 -4.2074
H 2.7846 3.8345 -4.1286
H 2.9611 4.9657 1.1634
H 1.6742 5.9651 1.7242
H 2.8961 8.1265 1.2116
H 4.1160 7.4048 0.3750
H 3.5636 6.8357 3.3204
H 4.5961 8.1345 2.7083
H 6.0744 6.3889 1.6045
H 4.9417 5.1327 2.0138
H 5.8965 5.9549 3.3335
H 1.1396 3.7442 -0.2302
H 0.2159 4.2710 -1.5739
H -1.4315 5.2304 0.1674
H -0.1904 4.8285 1.4084
H -0.4784 2.4152 0.8277
H -1.5762 2.8566 -0.4040
H -3.0908 3.8180 1.5347
H -1.9300 2.9620 2.5764
H -2.8554 2.0521 1.3932
C -3.4093 1.7957 -2.7553
C -4.6430 2.6660 -2.3994
C -5.5673 1.9314 -1.4143
C -6.6213 2.8930 -0.6532
P -7.8866 1.9797 0.2603
C -9.0059 3.3031 0.8307
C -10.1540 2.7951 1.7159
C -11.2443 3.8322 1.9492
C -10.7017 4.8570 2.9370
C -8.6209 0.7345 -0.7275
C -9.2336 1.2906 -2.0453
C -9.5609 0.2095 -3.0092
C -10.5087 0.6656 -4.0710
C -7.3206 1.1162 1.7044
C -6.2991 1.7837 2.5689
C -5.8053 0.8888 3.7215
C -6.9689 0.4805 4.6522
H -2.8097 2.4375 -3.3687
H -3.5923 0.8598 -3.2916
H -2.7908 1.6539 -1.8042
H -5.2212 3.0319 -3.2550
H -4.2244 3.5921 -1.9651
H -4.9493 1.3253 -0.7272
H -6.1613 1.2491 -2.0398
H -7.2970 3.4363 -1.3887
H -6.2281 3.7207 -0.0686
H -9.3552 3.7239 -0.0870
H -8.2925 4.0029 1.2561
H -9.6224 2.5624 2.6735
H -10.4932 1.9269 1.2501
H -12.1799 3.3659 2.2570
H -11.4541 4.3295 1.0309
H -11.5323 5.5441 3.2000
H -9.8888 5.4195 2.4880
H -10.4062 4.2664 3.8654
H -9.4535 0.3940 -0.0917
H -7.9531 -0.1010 -0.8551
H -8.6582 2.1359 -2.5084
H -10.1553 1.8007 -1.7243
H -9.8949 -0.6885 -2.4326
H -8.5829 -0.1149 -3.3813
H -10.8096 -0.0672 -4.8241
H -10.2034 1.5958 -4.6556
H -11.4533 0.9968 -3.6150
H -6.9499 0.1697 1.2127
H -8.2497 0.9512 2.2071
H -6.6171 2.8004 2.8746
H -5.3833 1.9704 1.9705
H -4.9928 1.3601 4.2546
H -5.2875 0.1271 3.1732
H -6.7716 -0.1029 5.5446
H -7.7155 -0.0561 4.0279
H -7.5484 1.4110 5.0065
C 6.3836 -7.0965 -0.7293
C 6.7082 -6.5970 0.6686
C 7.1404 -5.1051 0.7582
C 6.1014 -4.2355 -0.0127
P 6.5627 -2.4839 -0.0208
C 6.7039 -2.0086 1.6769
C 5.5421 -2.4124 2.6534
C 5.8876 -2.1039 4.0912
C 4.7669 -2.4764 5.0734
C 8.1066 -2.1777 -0.9170
C 9.3177 -3.0381 -0.5592
C 10.5861 -2.3181 -1.0670
C 11.5787 -3.4144 -1.2536
C 5.2856 -1.5066 -0.9059
C 5.3740 -1.5923 -2.4906
C 4.3712 -0.6072 -3.0371
C 4.1315 -0.8166 -4.5506
H 6.2783 -8.1991 -0.6385
H 7.2369 -6.8245 -1.3956
H 5.4565 -6.6906 -1.1560
H 7.6570 -7.1393 0.8487
H 6.0182 -6.9910 1.4594
H 8.1539 -5.0040 0.3791
H 7.2263 -4.8489 1.8000
H 5.0458 -4.2301 0.4661
H 6.0510 -4.6448 -1.0298
H 6.8663 -0.9518 1.6384
H 7.7332 -2.2283 2.0379
H 5.3185 -3.4667 2.6128
H 4.7691 -1.7056 2.3608
H 6.2989 -1.0952 4.2942
H 6.7958 -2.7348 4.3389
H 5.0312 -2.0997 6.0830
H 4.5956 -3.5842 5.0903
H 3.8504 -1.9967 4.7588
H 8.2813 -1.1633 -0.6260
H 7.8667 -2.1603 -2.0144
H 9.2046 -4.0342 -1.0522
H 9.4014 -3.2386 0.4915
H 10.9024 -1.6414 -0.2672
H 10.2932 -1.7843 -1.9923
H 11.1717 -4.1174 -1.9741
H 11.8121 -3.7142 -0.2260
H 12.4785 -3.1577 -1.7009
H 5.3405 -0.4198 -0.5875
H 4.3178 -1.8810 -0.6006
H 5.1467 -2.6082 -2.8171
H 6.3342 -1.3121 -2.8918
H 4.8582 0.3800 -2.8343
H 3.4465 -0.7872 -2.5514
H 5.1673 -0.8605 -5.0070
H 3.5447 -0.0364 -4.9961
H 3.5762 -1.7714 -4.7026
C -2.2295 -1.9473 3.8464
O -0.9008 -1.3767 3.8174
C -0.7184 -0.2539 2.9795
C -0.3748 -0.5012 1.4964
N 0.9551 -1.2373 1.4311
H 1.2881 -1.1359 0.3799
H 1.5501 -0.7612 2.0310
C 0.7861 -2.7021 1.7150
C 2.2080 -3.3037 1.6743
O 2.8668 -3.0695 0.4275
C 2.3454 -3.7237 -0.7575
H -2.9119 -1.1297 4.1309
H -2.3133 -2.7688 4.4966
H -2.4204 -2.2917 2.8304
H 0.0986 0.2739 3.4788
H -1.6025 0.3460 3.0138
H -0.2313 0.4460 1.0137
H -1.1059 -1.1211 0.9440
H 0.1370 -3.1747 0.9505
H 0.3987 -2.7931 2.7280
H 2.0949 -4.3906 1.7769
H 2.8176 -2.9477 2.4749
H 2.9048 -3.3644 -1.6374
H 1.3063 -3.4677 -0.8115
H 2.4780 -4.7980 -0.6864
P 2.4256 -7.2605 1.1431
F 2.3842 -6.7071 2.6717
F 1.3839 -8.4127 1.4104
F 1.1816 -6.1702 0.8872
F 2.4925 -7.6022 -0.4226
F 3.5054 -6.0403 0.9162
F 3.6768 -8.2220 1.5263
P 3.3081 1.9320 1.8878
F 2.0954 1.5097 0.8697
F 3.7078 3.1196 0.7806
F 2.1172 2.7824 2.6486
F 4.4569 2.4741 2.8822
F 3.0213 0.7113 2.8491
F 4.3064 1.0097 1.0911
P -4.6883 -1.8297 0.0391
F -4.9984 -1.0073 -1.3095
F -6.3679 -1.8638 0.3825
F -4.7785 -3.3071 -0.7554
F -4.5306 -2.7435 1.3734
F -3.0430 -1.9384 -0.2207
F -4.5130 -0.5085 0.9144
P 0.3046 -0.1396 -2.2386
F 0.9183 0.8699 -3.2658
F 0.9297 -1.4259 -2.9995
F 1.6950 -0.1286 -1.3815
F -0.2456 -1.0430 -1.0713
F -0.2869 1.1740 -1.4285
F -1.0430 -0.2537 -3.0756

Calculated values
**Frontier orbital gap**: 9.9 eV
**Lowest unoccupied orbital energy**: -1.479 eV
**M**: 1620.60 g/mol
**HOMO**: -11.38 eV
**Net charge**: +1



ORCA calculation (ωB97M-V/def2-TZVPD) on 11 unconnected molecules or ions with the total composition C62H148N2O29 in a non-equilibrium geometry.

Positions of all 241 atoms, in Å:
C 5.8723 -14.7927 -0.7619
O 6.0370 -14.6205 -2.1637
C 6.1674 -13.2111 -2.5392
C 6.2917 -13.1678 -4.1060
O 6.3416 -11.8003 -4.4308
C 6.5263 -11.6244 -5.8436
C 6.8129 -10.1331 -6.2059
O 6.7469 -10.0967 -7.6331
C 8.0605 -10.2452 -8.1882
H 6.7710 -14.5708 -0.1863
H 5.5456 -15.7858 -0.4536
H 5.1020 -14.1984 -0.2704
H 7.1054 -12.9397 -2.0547
H 5.2762 -12.6360 -2.2880
H 5.5244 -13.7253 -4.6432
H 7.2738 -13.5707 -4.3536
H 5.6309 -12.0488 -6.2978
H 7.2547 -12.3309 -6.2416
H 7.7899 -9.7733 -5.8834
H 6.0031 -9.5272 -5.7993
H 7.8787 -10.1527 -9.2590
H 8.4849 -11.2374 -8.0350
H 8.7630 -9.4632 -7.8999
C 17.7371 -8.6272 -8.4438
O 17.7541 -9.9244 -8.9534
C 17.1541 -10.9404 -8.1512
C 17.2996 -12.3961 -8.7724
O 16.5594 -12.6526 -9.8866
C 17.2060 -12.3046 -11.1000
C 16.3880 -12.8413 -12.2684
O 15.2125 -12.1438 -12.7353
C 14.2187 -12.0918 -11.7649
H 17.6072 -7.9893 -9.3181
H 18.6068 -8.3164 -7.8650
H 16.8617 -8.5113 -7.8047
H 16.0932 -10.7532 -7.9854
H 17.5119 -10.8889 -7.1229
H 17.0317 -13.1082 -7.9919
H 18.3298 -12.7011 -8.9563
H 18.1268 -12.8871 -11.0686
H 17.4764 -11.2487 -11.0991
H 16.2238 -13.8792 -11.9790
H 17.0428 -12.9377 -13.1344
H 14.1043 -12.9897 -11.1577
H 13.2375 -12.0861 -12.2395
H 14.1715 -11.1992 -11.1411
C 13.3741 -5.7021 -0.4415
O 13.8611 -4.4927 0.1527
C 13.0299 -3.2977 0.0196
C 13.7261 -2.0779 0.6261
O 13.8159 -1.9188 2.1072
C 14.4564 -3.0578 2.6610
C 14.7312 -2.6187 4.0434
O 15.5818 -1.4650 4.1545
C 15.6058 -1.0543 5.5048
H 12.4562 -5.9742 0.0796
H 14.0298 -6.5674 -0.3439
H 13.1528 -5.6404 -1.5070
H 12.1018 -3.4766 0.5624
H 12.8147 -3.3096 -1.0488
H 13.4558 -1.1439 0.1334
H 14.7504 -2.1375 0.2584
H 15.3512 -3.3502 2.1114
H 13.7560 -3.8914 2.6104
H 15.2965 -3.4791 4.4016
H 13.7282 -2.5855 4.4689
H 15.7003 -1.9237 6.1554
H 14.7840 -0.4028 5.8019
H 16.4901 -0.4693 5.7577
C 18.1704 -1.9068 -5.7989
O 17.9487 -1.0281 -4.7350
C 18.9458 -1.0487 -3.6765
C 19.3719 -2.5238 -3.2578
O 18.2992 -3.3762 -2.6780
C 17.9340 -3.0639 -1.3660
C 17.1530 -4.2512 -0.7583
O 17.9635 -5.4417 -0.5883
C 17.3004 -6.5641 -0.1589
H 17.9784 -2.9746 -5.6939
H 19.1589 -1.7180 -6.2177
H 17.4636 -1.5942 -6.5676
H 18.6918 -0.3960 -2.8413
H 19.8262 -0.5932 -4.1297
H 20.1650 -2.4858 -2.5110
H 19.8453 -3.0396 -4.0932
H 17.2312 -2.2390 -1.2494
H 18.8568 -3.0708 -0.7858
H 16.2264 -4.4964 -1.2773
H 16.8711 -3.7523 0.1689
H 16.6488 -6.2941 0.6721
H 18.0556 -7.2687 0.1896
H 16.7276 -7.0044 -0.9750
C 15.4178 -4.0348 -4.2760
O 14.9904 -4.6279 -5.5182
C 14.9938 -6.0364 -5.4801
C 13.9959 -6.7274 -6.4677
O 14.4868 -6.3577 -7.7653
C 13.6802 -6.7042 -8.9063
C 13.3810 -8.1534 -9.1588
O 12.6197 -8.8295 -8.0510
C 11.9913 -9.9966 -8.4737
H 14.5592 -4.0295 -3.6045
H 15.5389 -2.9520 -4.3080
H 16.2324 -4.5077 -3.7275
H 14.8854 -6.4929 -4.4962
H 15.9974 -6.3380 -5.7801
H 13.0299 -6.2773 -6.2387
H 14.0086 -7.8066 -6.3156
H 14.0176 -6.2266 -9.8262
H 12.6854 -6.2752 -8.7862
H 14.3304 -8.6855 -9.0993
H 12.8978 -8.3040 -10.1241
H 12.5411 -10.5758 -9.2155
H 11.1010 -9.6730 -9.0128
H 11.6451 -10.6207 -7.6498
C 15.2808 -0.4891 -2.4021
O 16.1606 -0.0726 -1.3677
C 16.6352 1.2935 -1.5040
C 17.2557 2.0429 -0.2711
O 16.4103 2.3264 0.8982
C 15.5413 1.2471 1.2300
C 14.8894 1.3911 2.6462
O 14.1181 2.5356 2.7158
C 13.5511 2.6192 4.0170
H 15.7865 -0.4988 -3.3676
H 14.4792 0.2307 -2.5677
H 14.8755 -1.4610 -2.1205
H 15.6903 1.8290 -1.5971
H 17.1149 1.4947 -2.4618
H 17.8167 2.9028 -0.6370
H 18.0722 1.4155 0.0865
H 16.1118 0.3188 1.2008
H 14.6666 1.1463 0.5874
H 15.5640 1.2769 3.4947
H 14.2133 0.5434 2.7580
H 14.3857 2.8381 4.6831
H 13.1289 1.6952 4.4121
H 12.8083 3.4147 4.0755
C 10.1166 -12.0688 -3.2890
O 10.0203 -12.7987 -4.5143
C 10.4290 -12.2340 -5.7260
C 10.1395 -13.3394 -6.7592
O 10.7978 -13.0141 -7.9814
C 10.5571 -14.0953 -8.8708
C 11.2237 -13.8788 -10.2180
O 10.7706 -12.6521 -10.8310
C 9.3566 -12.5408 -11.0900
H 9.2448 -11.4187 -3.2156
H 11.0694 -11.5394 -3.2963
H 10.1158 -12.6931 -2.3955
H 11.4294 -11.8039 -5.7754
H 9.7653 -11.3890 -5.9094
H 9.0626 -13.4105 -6.9121
H 10.4135 -14.3676 -6.5228
H 9.4940 -14.3184 -8.9613
H 11.0719 -14.9947 -8.5329
H 11.0827 -14.6744 -10.9496
H 12.2940 -13.7014 -10.1129
H 9.1616 -11.6244 -11.6470
H 8.7187 -12.6265 -10.2102
H 9.2572 -13.3507 -11.8126
C 20.4453 -9.0094 -14.8262
O 19.0412 -8.8261 -14.5801
C 18.6488 -8.2269 -13.4377
C 17.2230 -8.6675 -13.1884
O 16.3570 -7.7170 -12.4311
C 15.0537 -8.1458 -12.0880
C 14.3208 -8.8270 -13.2873
O 13.0374 -9.1598 -12.9412
C 12.3208 -10.0693 -13.7961
H 20.5899 -9.4771 -15.8000
H 20.9182 -9.6343 -14.0687
H 20.9609 -8.0542 -14.7275
H 18.8276 -7.1586 -13.5592
H 19.2895 -8.4857 -12.5947
H 17.2709 -9.6622 -12.7453
H 16.7218 -8.9084 -14.1259
H 14.5815 -7.2819 -11.6202
H 15.2746 -8.9590 -11.3966
H 14.8149 -9.7783 -13.4848
H 14.3533 -8.3066 -14.2445
H 11.4111 -10.3680 -13.2751
H 12.8917 -10.9286 -14.1478
H 12.0173 -9.4758 -14.6585
C 14.1107 -5.4803 -14.8510
O 15.1770 -5.8539 -15.6540
C 16.5213 -5.5054 -15.3268
C 16.8878 -3.9724 -14.8936
O 16.3208 -3.6352 -13.6556
C 17.1327 -4.0625 -12.5240
C 16.4101 -3.7193 -11.1945
O 17.1574 -4.3968 -10.2015
C 16.9243 -3.8150 -8.8062
H 13.2022 -6.0775 -14.9292
H 13.9541 -4.4108 -14.9917
H 14.3447 -5.5005 -13.7866
H 17.1183 -5.8276 -16.1800
H 16.8398 -6.1590 -14.5148
H 16.4429 -3.3537 -15.6729
H 17.9523 -3.7386 -14.9108
H 18.1063 -3.5726 -12.5084
H 17.3250 -5.1345 -12.5689
H 15.3618 -4.0137 -11.1465
H 16.4500 -2.6401 -11.0461
H 17.6516 -3.0399 -8.5644
H 17.2564 -4.7422 -8.3392
H 15.9174 -3.6592 -8.4190
C 11.1393 -3.1435 -12.8784
C 10.9397 -4.6273 -12.9091
C 9.7451 -5.0202 -11.9280
O 9.4653 -6.3722 -11.8036
C 10.4723 -7.1200 -11.1098
N 10.7605 -5.0120 -14.2993
H 11.3406 -2.7976 -11.8645
H 10.1926 -2.6399 -13.0743
H 11.9066 -2.6910 -13.5065
H 11.8465 -5.1323 -12.5762
H 8.8358 -4.4798 -12.1912
H 10.0335 -4.6597 -10.9406
H 11.3727 -7.3963 -11.6584
H 9.9227 -8.0567 -11.0171
H 10.7270 -6.7430 -10.1193
H 10.0411 -4.4554 -14.7382
H 10.2341 -5.8740 -14.3024
C 14.2943 -13.2065 -6.4534
C 14.6277 -14.5966 -7.0144
C 13.6970 -15.6168 -6.3663
O 13.8782 -15.6897 -4.9123
C 12.7839 -16.1166 -4.1534
N 14.4323 -14.6162 -8.4926
H 14.9300 -12.4263 -6.8721
H 14.4008 -13.1845 -5.3689
H 13.2624 -12.8588 -6.5023
H 15.6468 -14.9311 -6.8205
H 13.7833 -16.5903 -6.8488
H 12.7475 -15.1862 -6.6842
H 11.8956 -15.4925 -4.2508
H 13.0125 -16.0439 -3.0901
H 12.4833 -17.1381 -4.3865
H 15.0652 -13.8940 -8.8056
H 14.8963 -15.4464 -8.8328

Calculated values
**Frontier orbital gap**: 9.0 eV
**Energy relative to the best compared isomer or geometry (same formula, charge and spin)**: 0.00 kJ/mol
**Lowest unoccupied orbital energy**: 0.240 eV
**M**: 1385.85 g/mol
**SMILES string**: COC[C@H](C)N.COC[C@H](C)N.COCCOCCOC.COCCOCCOC.COCCOCCOC.COCCOCCOC.COCCOCCOC.COCCOCCOC.COCCOCCOC.COCCOCCOC.COCCOCCOC
**HOMO**: -8.74 eV
**Net charge**: 0